[1]
The following is a quantum chemistry calculation of a structure of composition C47H53GePSi2Zr, from the OMol25 dataset.

Summary:
* E: -132433.072 eV
* HOMO energy (alpha / beta): -8.39 / -10.00 eV
* 2S+1: 2
* net charge: +1
* expectation value of S²: 0.7587
* Kohn-Sham gap (alpha / beta): 3.37 / 4.98 eV

Positions of all 105 atoms, in Å:
Zr 0.73376 -0.07155 0.26266
C 1.14805 -6.23998 3.78293
C 2.25979 -5.41120 3.75735
C 2.14488 -4.11120 3.28786
C 0.91481 -3.62835 2.84848
C -0.19826 -4.46637 2.87716
C -0.08079 -5.76690 3.34268
P 0.77596 -1.90298 2.28803
C -0.70942 -1.85496 1.25875
C -0.59350 -2.39091 -0.01639
C -1.71900 -2.20010 -0.99677
C -3.08686 -2.15605 -0.33304
C -3.06387 -1.28742 0.89759
C -1.94651 -1.17764 1.63245
C 0.36430 -0.94074 3.76333
C 0.19388 -1.46648 5.01634
C -0.08096 -0.61558 6.10784
C -0.18873 0.73345 5.91947
C -0.02108 1.30269 4.63283
C -0.14610 2.70044 4.41063
C 0.00905 3.21744 3.15945
C 0.31229 2.35277 2.07711
C 0.45431 0.99147 2.22149
C 0.27485 0.46146 3.54001
H 1.23899 -7.25577 4.14469
H 3.21927 -5.77658 4.09888
H 3.01785 -3.47123 3.27166
H -1.15950 -4.09860 2.53943
H -0.94995 -6.41141 3.36417
H 0.25742 -3.00411 -0.29614
H -1.69386 -2.94064 -1.79643
H -3.40258 -3.16776 -0.03771
H -3.97587 -0.79847 1.22440
H -1.96079 -0.60467 2.55071
H 0.27391 -2.53442 5.17903
H -0.20811 -1.04032 7.09474
H -0.40198 1.38901 6.75546
H -0.36689 3.34529 5.25286
H -0.08491 4.28280 2.99004
H 0.44224 2.82050 1.09754
C 1.51072 1.70987 -3.13350
Ge -1.19991 -0.41592 -1.75179
C -0.87511 -0.88355 -3.63406
C 0.16818 -1.76025 -3.93871
C 0.42042 -2.14812 -5.24586
C -0.36680 -1.65737 -6.27957
C -1.40321 -0.78168 -5.99534
C -1.65354 -0.40021 -4.68205
C -2.95255 0.52538 -1.79327
C -3.03711 1.90258 -1.94343
C -4.24360 2.62138 -1.91222
C -5.41177 1.95136 -1.69102
C -5.37839 0.54557 -1.50838
C -6.56185 -0.14811 -1.25074
C -6.62636 -1.53658 -1.04684
C -5.47183 -2.24781 -1.10749
C -4.15995 -1.64632 -1.37294
C -4.14879 -0.16476 -1.56994
H 2.26058 2.11944 -3.81214
H 1.63857 0.62704 -3.12309
H 0.52975 1.91283 -3.57105
H 0.80640 -2.14473 -3.14687
H 1.23526 -2.82837 -5.45914
H -0.16924 -1.95470 -7.30109
H -2.01823 -0.39292 -6.79740
H -2.46878 0.28928 -4.48626
H -2.12103 2.46822 -2.08785
H -4.23413 3.69414 -2.04896
H -6.36215 2.46842 -1.64810
H -7.48366 0.42406 -1.20521
H -7.57649 -2.01235 -0.85211
H -5.49314 -3.32210 -0.95988
H -3.82816 -2.09498 -2.32927
C 2.22760 4.92323 -0.13304
Si 1.53766 4.23503 -1.73044
C 2.49389 4.91404 -3.18756
C -0.28012 4.68603 -1.89113
C 1.66218 2.33639 -1.75277
H 2.06322 6.00225 -0.08607
H 3.30327 4.74834 -0.06465
H 1.76977 4.48204 0.75521
H 2.59145 5.99855 -3.10390
H 2.00246 4.69750 -4.13786
H 3.50287 4.49707 -3.22970
H -0.40444 5.76706 -1.98423
H -0.85321 4.36333 -1.01713
H -0.72016 4.23336 -2.78406
H 0.85429 1.99959 -1.07210
H 2.61081 2.04360 -1.29629
C 4.19689 1.73426 0.67238
Si 4.19349 -0.15199 0.69029
C 4.10099 -0.64348 2.50112
C 5.83855 -0.74435 0.00781
C 2.76128 -0.80950 -0.32467
H 4.86213 2.10177 1.45855
H 3.21243 2.16500 0.88284
H 4.54992 2.15162 -0.27376
H 5.05050 -0.38248 2.97644
H 3.94534 -1.71318 2.64528
H 3.30541 -0.11209 3.03019
H 6.66956 -0.35188 0.59849
H 5.98136 -0.42797 -1.02765
H 5.89908 -1.83511 0.02934
H 2.80245 -1.90369 -0.26230
H 2.94890 -0.52804 -1.37458



[2]
The following is a quantum chemistry calculation of a structure of composition C47H54N6NdOP2S3, from the OMol25 dataset.

Summary:
* E: -126936.739 eV
* HOMO energy (alpha / beta): -15.84 / -15.87 eV
* 2S+1: 4
* net charge: +3
* expectation value of S²: 3.7534
* Kohn-Sham gap (alpha / beta): 8.99 / 9.12 eV

Positions of all 114 atoms, in Å:
Nd 0.20940 -0.10594 0.23939
N -0.02689 -1.95904 1.46267
S -1.32381 -2.29250 2.07732
N -2.03016 -1.19387 3.09030
S -1.26509 -0.44775 4.21677
N -0.59799 0.89095 3.78436
S -1.10576 1.90099 2.58663
N -1.15141 1.35906 1.21481
C 0.20342 3.10175 2.88999
C 0.04761 4.07023 3.86293
C 1.11357 4.90135 4.17030
C 2.31574 4.76184 3.49675
C 2.46342 3.78243 2.52315
C 1.40577 2.93885 2.22159
C -2.65713 2.65520 3.07774
C -3.46419 3.11341 2.04962
C -4.65023 3.75698 2.35576
C -5.02196 3.92720 3.68108
C -4.20948 3.45484 4.70129
C -3.01376 2.82028 4.40410
C 0.04835 -1.48473 4.82637
C -0.27862 -2.45591 5.75764
C 0.67865 -3.38779 6.12117
C 1.93802 -3.34454 5.54113
C 2.25221 -2.35978 4.61519
C 1.30388 -1.41881 4.24819
C -2.42849 -0.19331 5.55251
C -3.76315 -0.52311 5.39786
C -4.62894 -0.32888 6.46327
C -4.15445 0.19145 7.65901
C -2.81323 0.52259 7.79907
C -1.93965 0.33329 6.74072
C -2.74145 -2.41601 0.96850
C -3.25127 -3.65322 0.61641
C -4.45685 -3.71673 -0.06516
C -5.13523 -2.55062 -0.38380
C -4.58764 -1.31261 -0.07769
C -3.37405 -1.24021 0.59049
C -1.33822 -3.80432 3.03771
C -2.48962 -4.12340 3.73523
C -2.52476 -5.29577 4.46754
C -1.41333 -6.12695 4.49702
C -0.26620 -5.79156 3.79295
C -0.22425 -4.62214 3.05224
H -0.89326 4.17057 4.37847
H 1.00273 5.64799 4.94002
H 3.14344 5.41189 3.73490
H 3.40605 3.67417 2.01073
H 1.50500 2.13516 1.47222
H -3.14831 2.95561 1.02972
H -5.27630 4.13296 1.56276
H -5.94255 4.43916 3.91498
H -4.50239 3.59345 5.72970
H -2.36728 2.45657 5.18866
H -1.26931 -2.47855 6.18526
H 0.43230 -4.14253 6.85041
H 2.67934 -4.07838 5.81697
H 3.23577 -2.32429 4.17453
H 1.52161 -0.63461 3.52947
H -4.09867 -0.91935 4.45248
H -5.67015 -0.58914 6.36206
H -4.83192 0.33800 8.48562
H -2.44987 0.92009 8.73412
H -0.89309 0.58792 6.82478
H -2.71602 -4.55094 0.88318
H -4.87912 -4.67455 -0.31833
H -6.09801 -2.60962 -0.86540
H -5.12480 -0.41005 -0.33402
H -2.94427 -0.28166 0.87453
H -3.33809 -3.45821 3.68433
H -3.42079 -5.56838 5.00235
H -1.44765 -7.04842 5.05754
H 0.58774 -6.44929 3.81006
H 0.64298 -4.32796 2.48190
C -0.14857 3.55418 -1.18582
P 0.59496 1.98190 -1.76534
C 1.97074 2.58349 -2.82378
C -0.62310 1.46507 -3.06893
C -0.32837 0.03895 -3.54242
P -0.86930 -1.19642 -2.25997
C 0.02195 -2.69518 -2.82686
C -2.56387 -1.55542 -2.85827
H -0.47818 4.18001 -2.01639
H 0.58937 4.09912 -0.59666
H -0.99288 3.31564 -0.53860
H 1.59440 3.28239 -3.57162
H 2.45529 1.75032 -3.32981
H 2.70815 3.08984 -2.20303
H -0.58283 2.17350 -3.90310
H -1.62411 1.50742 -2.62400
H 0.74148 -0.09633 -3.73732
H -0.86126 -0.17283 -4.47568
H -0.03226 -2.77596 -3.91306
H -0.42940 -3.58504 -2.38682
H 1.06790 -2.65600 -2.51329
H -2.52962 -1.88663 -3.89546
H -3.18632 -0.66613 -2.78669
H -3.00456 -2.34179 -2.24891
N 2.62463 -0.18409 -0.11559
C 3.76743 -0.10619 -0.34065
N 5.00915 0.01755 -0.59087
C 5.59686 -0.30534 -1.89100
C 6.73102 -1.31855 -1.67778
O 7.66061 -0.82763 -0.74991
C 7.08401 -0.62786 0.51215
C 5.97237 0.42859 0.43159
H 6.00902 0.61502 -2.31742
H 4.82971 -0.70715 -2.55253
H 7.27580 -1.47227 -2.60945
H 6.31755 -2.28068 -1.33824
H 7.88395 -0.27800 1.16523
H 6.68239 -1.57407 0.90740
H 6.40776 1.38494 0.12317
H 5.46451 0.54520 1.38911



[3]
The following is a quantum chemistry calculation of a structure of composition C47H55CrN6O7PS, from the OMol25 dataset.

Summary:
* E: -121454.896 eV
* HOMO energy (alpha / beta): -3.65 / -3.67 eV
* 2S+1: 4
* net charge: -1
* expectation value of S²: 3.8023
* Kohn-Sham gap (alpha / beta): 5.03 / 5.68 eV

Positions of all 118 atoms, in Å:
Cr 0.29960 0.58960 0.15180
C -4.32430 2.25990 -1.26890
C -2.80750 2.25750 -1.45490
C -2.31210 3.52260 -2.17310
P -1.78250 1.86990 0.10000
C -1.81580 3.46260 1.10950
C -2.99930 4.42050 0.99680
C -1.58190 3.09870 2.57200
C -2.84820 0.68150 0.94940
C -4.01990 0.99690 1.63380
C -4.81300 0.02310 2.21030
C -6.06560 0.36740 2.96090
C -4.41990 -1.30530 2.05170
C -3.26980 -1.64250 1.38240
C -2.42090 -0.66220 0.82600
N -1.23880 -0.98170 0.21370
C -1.23610 -2.20320 -0.44610
C -0.18650 -3.21260 -0.16670
C 1.55830 -2.93030 1.56510
C -0.03720 -4.29000 -1.26660
C -1.37490 -4.81890 -1.70210
C -1.55800 -6.21240 -2.20420
C -2.36950 -3.92180 -1.76330
C -2.27030 -2.58080 -1.27810
C -3.38120 -1.67130 -1.70520
H -4.80400 2.30490 -2.24550
H -4.66660 3.10920 -0.68670
H -4.65970 1.35060 -0.77730
H -2.57500 1.39140 -2.08800
H -1.50970 4.00860 -1.62100
H -3.12590 4.23390 -2.30420
H -1.92570 3.27970 -3.15950
H -0.92270 3.99250 0.74970
H -3.91770 3.98760 1.38470
H -3.17170 4.74080 -0.02400
H -2.78490 5.30890 1.59200
H -2.49720 2.72810 3.03130
H -1.24100 3.96810 3.13300
H -0.81800 2.32840 2.63110
H -4.34080 2.02560 1.70350
H -6.22190 1.44380 2.98160
H -6.00700 0.00820 3.98840
H -6.93160 -0.10380 2.49620
H -5.03580 -2.09140 2.46410
H -3.00570 -2.68170 1.27950
H 0.87250 -2.46690 2.26930
H 2.55820 -2.50950 1.67940
H 1.59780 -4.00200 1.78020
H 0.35780 -3.76450 -2.16740
H -0.71700 -6.53050 -2.82050
H -2.47990 -6.27450 -2.78090
H -1.65230 -6.90330 -1.36650
H -3.32960 -4.21250 -2.16570
H -3.52520 -1.75320 -2.78430
H -3.16980 -0.63800 -1.45370
H -4.31240 -1.96020 -1.21910
C -1.27610 -0.24900 3.79530
C 0.15230 -0.12180 3.41910
N 0.67910 0.13420 2.22900
C 2.03980 0.02230 2.37610
C 2.34200 -0.27340 3.69080
N 1.12810 -0.35320 4.32270
C 3.59390 -0.52060 4.43130
O 4.71020 -0.42880 3.75280
O 3.54470 -0.79440 5.61490
C 2.88920 0.01660 1.15980
O 4.12970 -0.06750 1.29140
O 2.24160 0.02080 0.08830
H -1.90210 0.39590 3.18760
H -1.40640 -0.00660 4.84870
H -1.60860 -1.27510 3.62670
H 1.03260 -0.60690 5.29400
H 4.55610 -0.24930 2.73970
C 1.99810 3.07660 2.39670
C 1.68070 3.36890 0.96400
C 1.95120 4.57770 0.35930
C 1.62880 4.43220 -1.00120
C 1.17400 3.14320 -1.15080
C 0.82310 2.48580 -2.44250
N 1.18960 2.48250 0.04600
H 2.17320 4.02040 2.91050
H 2.91240 2.48620 2.47210
H 1.20360 2.54890 2.91870
H 2.35860 5.44970 0.83890
H 1.73800 5.16450 -1.78280
H 0.74460 3.24550 -3.21910
H -0.11930 1.94050 -2.38250
H 1.61070 1.78730 -2.72630
O 2.70860 -2.29460 -1.42960
C 2.12760 -3.06220 -0.70970
N 1.09300 -2.63350 0.21040
S -0.97850 -4.19030 1.46140
O -0.10140 -5.36780 1.58050
O -2.33440 -4.54910 1.01060
C 1.07180 -5.21400 -0.83220
C 1.06470 -6.57680 -0.59070
C 2.22890 -7.22160 -0.20960
C 3.42500 -6.53330 -0.08270
C 3.45510 -5.16780 -0.30070
C 2.28010 -4.52500 -0.65810
H 0.15810 -7.14720 -0.64410
H 2.19350 -8.28270 -0.00410
H 4.31900 -7.06500 0.20850
H 4.35510 -4.58400 -0.16540
N 0.55280 -0.51080 -2.12060
C 0.33630 -0.44640 -3.49920
C -0.95510 -0.23290 -3.98150
C -1.20410 -0.16630 -5.33630
C -0.16680 -0.31970 -6.24160
C 1.12070 -0.52270 -5.77300
C 1.37870 -0.57700 -4.41590
H -0.09790 -1.16310 -1.68510
H 1.51140 -0.78180 -1.88870
H -1.76130 -0.12840 -3.27260
H -2.21370 -0.00010 -5.68570
H -0.36470 -0.28690 -7.30300
H 1.93290 -0.65190 -6.47320
H 2.38160 -0.74470 -4.05110



[4]
The following is a quantum chemistry calculation of a structure of composition C47H55EuN6O4SSe, from the OMol25 dataset.

Summary:
* E: -162274.683 eV
* HOMO energy (alpha / beta): -2.35 / -4.72 eV
* 2S+1: 8
* net charge: -1
* expectation value of S²: 15.7925
* Kohn-Sham gap (alpha / beta): 4.25 / 6.63 eV

Positions of all 115 atoms, in Å:
Eu -1.32632 0.76551 0.12082
C 4.69828 -4.16559 1.20372
C 3.59108 -3.80419 2.21822
C 4.23568 -2.92519 3.31812
C 3.06868 -5.09049 2.89572
C 2.42698 -3.09939 1.48332
C 2.00888 -1.79849 1.80212
C 0.95638 -1.17859 1.13002
Se 0.54688 0.62821 1.76222
C 1.73118 1.41521 0.41572
C 3.04248 1.60101 0.84502
C 4.02688 2.15901 0.01782
C 3.65148 2.53851 -1.28778
C 2.33208 2.37361 -1.78118
C 1.36188 1.79951 -0.90868
O 0.09678 1.63001 -1.35628
C 1.95608 2.80961 -3.23178
C 0.85588 3.89681 -3.19258
C 1.46688 1.58821 -4.04488
C 3.14808 3.41701 -4.01798
C 5.46288 2.33321 0.56772
C 6.43828 2.96451 -0.45578
C 6.03228 0.95231 0.96352
C 5.43188 3.25431 1.80772
C 0.27438 -1.87009 0.08282
O -0.74352 -1.27509 -0.57518
C 0.67108 -3.19719 -0.26638
C 1.74488 -3.77179 0.45382
C 0.01168 -4.07039 -1.37918
C -1.15622 -3.39589 -2.13828
C -0.55662 -5.36199 -0.74398
C 1.07648 -4.44149 -2.43828
H 5.54528 -4.67569 1.71192
H 4.32678 -4.85019 0.41362
H 5.08698 -3.24689 0.71332
H 5.06628 -3.46839 3.81922
H 4.65998 -1.99369 2.88412
H 3.49248 -2.65889 4.10062
H 3.89038 -5.61529 3.42982
H 2.27518 -4.84279 3.63382
H 2.64528 -5.80299 2.15812
H 2.49158 -1.23389 2.58492
H 3.29178 1.29981 1.85322
H 4.39988 2.96711 -1.92278
H -0.08282 3.54561 -2.72538
H 1.21188 4.78311 -2.62408
H 0.59408 4.22681 -4.22148
H 0.56008 1.12031 -3.61828
H 1.21198 1.88701 -5.08498
H 2.26338 0.81431 -4.09118
H 3.53408 4.33081 -3.51578
H 3.97248 2.67951 -4.12828
H 2.83568 3.71451 -5.04298
H 6.53168 2.32741 -1.36178
H 6.09838 3.98001 -0.75448
H 7.45448 3.07001 -0.01708
H 6.06638 0.28081 0.07842
H 7.06368 1.05291 1.36582
H 5.41818 0.46151 1.74662
H 5.02858 4.25391 1.53612
H 4.80098 2.83461 2.61812
H 6.45428 3.39121 2.22212
H 2.06218 -4.77239 0.20932
H -1.99332 -3.14949 -1.45018
H -0.81402 -2.48299 -2.67158
H -1.56972 -4.08119 -2.91038
H -1.33112 -5.10969 0.01252
H -1.02342 -6.01059 -1.51698
H 0.22798 -5.96619 -0.24528
H 1.48658 -3.52229 -2.90968
H 1.92128 -5.01279 -2.00338
H 0.63418 -5.07579 -3.23718
S -7.56502 1.53741 -4.48498
N -7.05342 0.23251 -3.60178
C -5.92222 0.60501 -2.97528
C -5.12482 -0.19459 -2.10118
C -5.47412 -1.52739 -1.79888
C -4.66872 -2.26109 -0.94618
C -3.55202 -1.63769 -0.43178
N -3.20062 -0.36019 -0.71018
C -3.95862 0.39641 -1.53968
C -3.58082 1.73921 -1.82648
N -2.46232 2.26371 -1.27058
C -2.09532 3.53921 -1.53738
C -2.79782 4.38771 -2.36608
C -3.94802 3.89601 -2.95708
C -4.34702 2.56941 -2.69148
C -5.52562 2.01421 -3.27618
N -6.37812 2.63221 -4.11418
H -6.36512 -1.98079 -2.22718
H -4.90352 -3.28749 -0.68978
H -2.87902 -2.15939 0.24352
H -1.18382 3.86481 -1.04298
H -2.45852 5.40121 -2.54528
H -4.53242 4.53201 -3.61808
O -6.23422 4.22961 4.25152
C -6.47992 2.89841 4.63592
N -5.42162 2.14341 4.06062
C -5.33932 0.78761 4.26592
O -6.17172 0.15941 4.91172
C -4.16102 0.09191 3.69862
C -3.72402 -1.10389 4.27302
C -2.61772 -1.75979 3.73782
C -1.99022 -1.19849 2.63702
N -2.39452 -0.05209 2.04622
C -3.47672 0.56311 2.58612
H -6.96932 4.75201 4.61402
H -7.44092 2.55421 4.24232
H -6.45552 2.80631 5.72562
H -4.65222 2.68681 3.70102
H -4.24112 -1.52109 5.13422
H -2.25622 -2.68699 4.16872
H -1.12322 -1.67239 2.18472
H -3.78492 1.45981 2.05752
H -1.44202 2.53011 1.26742